1.
A 2-piece molecular cluster, C5H10O overall at a distorted geometry, computed with ωB97M-V/def2-TZVPD.

Structure (ORCA input):
```
! RIJCOSX wB97M-V def2-TZVPD def2/J DEFGRID3
* xyz 0 1
O 1.55 -0.44 -0.74
C 1.08 1.10 1.54
C -2.11 -1.26 -1.54
C 1.34 1.84 2.66
C -0.70 -1.37 -0.90
C 0.16 -0.32 -0.98
H -2.89 -1.41 -0.79
H -2.24 -0.23 -2.02
H 0.62 1.80 3.52
H 1.72 1.16 0.68
H 2.28 2.40 2.79
H -2.23 -2.03 -2.35
H 2.00 -0.18 -1.54
H -0.28 0.61 -1.24
H 0.10 0.66 1.42
H -0.39 -2.32 -0.49
*
```

Its SMILES is C/C=C/O.C=C. For the energy above the lowest of the compared OMol25 structures with the same formula, charge and spin, the calculation gives 2.6149 eV. The lowest unoccupied orbital energy is 0.9 eV.

Löwdin population analysis, charges in e, atoms 1 to 2:
1. O -0.0693
2. C -0.0775



2.
C8H9NO6Yb as an isolated structure at a distorted geometry, computed with ωB97M-V/def2-TZVPD.

Structure (ORCA input):
```
! RIJCOSX wB97M-V def2-TZVPD def2/J DEFGRID3
* xyz 3 2
Yb 0.13 0.27 -0.96
O -0.83 -1.27 0.53
O -0.04 3.94 -0.79
O -2.74 2.00 0.52
O 1.38 -1.26 0.15
O 2.93 2.21 0.46
O 0.04 2.24 2.25
N -0.80 -2.42 2.81
C -0.04 1.14 -3.79
C 0.03 2.81 -1.03
C -1.98 1.41 -0.12
C 0.13 1.44 1.44
C 0.38 -1.56 0.87
C 2.17 1.58 -0.15
C -0.04 -0.17 -3.44
C 0.59 -2.16 2.25
H 1.06 -1.45 2.96
H -1.01 -1.86 3.64
H 1.16 -3.10 2.19
H 0.90 -0.76 -3.43
H -1.47 -2.21 2.06
H -0.97 1.67 -4.05
H -0.88 -3.39 3.12
H -0.98 -0.75 -3.40
H 0.88 1.67 -4.08
*
```

For the energy above the lowest of the compared OMol25 structures with the same formula, charge and spin, the calculation gives 0.0000 eV. The lowest unoccupied orbital energy (spin up / spin down) is -12.6 / -13.4 eV. The expectation value of S² is 0.75.

Löwdin population analysis, charges in e, atoms 1 to 2:
1. Yb 1.6094
2. O -0.1276



3.
A 9-piece molecular cluster, C27H55F2NO13S2 overall at a distorted geometry, computed with ωB97M-V/def2-TZVPD.

Structure (ORCA input):
```
! RIJCOSX wB97M-V def2-TZVPD def2/J DEFGRID3
* xyz 0 1
S 0.19 6.78 -2.35
S -1.04 4.34 2.05
F 0.28 9.07 -1.43
F 1.35 5.89 -1.84
O -0.95 5.95 -2.44
O -0.55 -3.88 -1.58
O 0.20 3.63 2.18
O -1.48 5.11 3.16
O 1.18 -6.28 6.83
O 0.84 -0.25 9.00
O 1.51 -7.80 -4.75
O -1.32 0.88 -0.27
O -2.16 3.29 1.69
O 0.86 4.92 -9.35
O -0.69 9.90 -8.12
O -0.71 -1.74 4.47
O 0.67 7.52 -3.44
N 0.06 7.76 -0.96
C 1.60 -8.83 -4.11
C -0.90 5.35 0.58
C 2.01 -6.81 7.53
C 3.07 -6.02 8.26
C -1.51 -0.02 9.28
C -1.40 6.77 0.85
C 0.16 0.40 11.18
C -2.08 -1.34 0.08
C -1.26 7.77 -0.31
C 1.19 -1.52 5.89
C -0.86 -4.07 -2.74
C 0.37 2.72 -8.61
C 0.12 -2.30 5.16
C 0.73 -10.02 -4.40
C -1.22 -0.14 0.37
C -1.27 7.60 -8.25
C 0.03 3.47 -11.04
C -0.07 0.02 9.74
C -1.60 -3.02 -3.54
C -0.23 -0.28 1.49
C 0.46 3.82 -9.64
C 0.30 8.52 -6.45
C -0.57 8.79 -7.65
C -0.54 -5.36 -3.45
C 2.03 -8.31 7.72
C 2.59 -8.97 -2.98
C 0.13 -3.79 5.35
H -1.32 8.77 0.13
H -0.53 6.85 -8.56
H 2.06 -9.19 -2.05
H -1.55 -0.30 8.23
H -0.89 7.17 1.72
H -1.77 -2.14 -2.92
H 0.64 2.66 -11.43
H 1.23 0.39 11.39
H -2.47 6.72 1.06
H 0.99 1.88 -8.91
H -2.76 -1.11 -0.75
H 1.08 7.81 -6.70
H 2.94 -4.96 8.04
H 1.09 -1.67 6.97
H 0.09 -5.17 -4.32
H 0.70 3.09 -7.65
H 1.23 -8.77 7.15
H 1.08 -0.46 5.68
H -0.01 -6.03 -2.77
H -2.07 7.70 -1.03
H -1.51 4.89 -0.19
H 2.99 -8.71 7.39
H 0.14 -10.28 -3.52
H -0.23 1.40 11.38
H 2.17 -1.85 5.57
H 1.91 -8.55 8.78
H 1.09 -4.20 5.02
H 4.06 -6.34 7.94
H -0.34 -0.31 11.84
H 0.46 -1.10 1.28
H 0.14 4.34 -11.69
H 2.98 -6.18 9.33
H 0.75 9.45 -6.11
H 0.33 0.65 1.60
H -1.01 -2.74 -4.41
H 3.15 -8.04 -2.87
H -1.97 0.96 9.40
H -1.01 3.15 -11.05
H 3.28 -9.79 -3.18
H -1.46 -5.84 -3.79
H -1.89 2.89 0.83
H -2.55 -3.42 -3.88
H -2.08 -0.74 9.87
H 0.02 -4.04 6.41
H 0.14 5.31 0.29
H -1.92 7.14 -7.50
H -0.68 -4.24 4.79
H 0.06 -9.80 -5.23
H -0.30 8.10 -5.64
H -2.66 -1.60 0.96
H 1.35 -10.89 -4.66
H -0.75 -0.50 2.42
H -0.66 2.37 -8.53
H -1.86 7.91 -9.11
H -1.45 -2.19 -0.20
*
```

Its SMILES is O=S(=O)(O)CCCN(F)S(=O)(=O)F.CC(C)=O.CC(C)=O.CC(C)=O.CC(C)=O.CC(C)=O.CC(C)=O.CC(C)=O.CC(C)=O. The lowest unoccupied orbital energy is 0.5 eV.

Löwdin population analysis, charges in e, atoms 1 to 2:
1. S 0.6365
2. S 0.5798



4.
C24H48O31RbS4Y as an isolated structure at a distorted geometry, computed with ωB97M-V/def2-TZVPD.

Structure (ORCA input):
```
! RIJCOSX wB97M-V def2-TZVPD def2/J DEFGRID3
* xyz 0 1
Y -0.37 1.82 -3.34
Rb 2.55 -2.27 -3.18
S -4.59 -1.37 1.95
S 0.19 -0.35 -5.26
S 0.53 0.33 -0.99
S 2.64 -4.24 1.14
O 0.47 0.75 0.40
O 5.93 0.31 2.47
O -0.76 0.29 -1.71
O 1.57 -3.59 2.18
O -3.63 -2.26 0.97
O 0.35 -1.63 -4.59
O 3.20 3.20 5.76
O -1.17 3.93 0.32
O -2.78 1.73 -3.26
O 4.38 0.98 1.19
O -0.46 -5.60 -4.70
O 2.94 1.07 4.94
O 2.05 -4.63 -0.18
O -4.96 1.25 -3.96
O -6.00 -1.65 1.65
O -4.04 -1.32 3.31
O -0.65 3.45 -1.81
O 3.58 -2.88 1.00
O 1.10 -4.82 -3.34
O 1.02 0.60 -4.57
O -4.14 0.03 1.21
O 5.32 2.43 2.67
O -1.12 -4.69 -2.81
O 0.55 5.00 -0.52
O 0.52 -0.41 -6.69
O -1.09 0.26 -4.86
O 1.23 1.33 -1.79
O -4.43 1.52 -1.73
O 3.35 -5.30 1.89
O 1.21 -0.94 -1.22
O 1.55 2.77 4.52
C -2.62 -1.51 0.44
C 2.64 2.23 5.10
C -3.96 1.47 -3.01
C -2.45 3.41 0.31
C -2.53 -7.14 -4.09
C 1.37 5.46 -1.52
C 4.52 3.18 6.37
C 0.80 2.17 3.41
C 1.61 -2.26 2.00
C -0.88 -4.07 -1.58
C -2.77 -0.01 0.84
C 5.20 1.33 2.20
C -0.10 -4.98 -3.62
C 6.65 0.17 3.67
C 3.05 -1.82 1.68
C -1.83 -5.99 -4.94
C 8.09 0.65 3.42
C -0.38 4.03 -0.75
C -3.22 3.88 1.66
C -5.68 0.93 -1.46
C -0.43 1.42 4.03
C -4.59 1.42 -5.35
C 3.46 1.87 0.53
C -5.72 -0.61 -1.61
H -2.27 2.35 0.47
H 3.01 -1.12 0.85
H 2.60 2.21 1.09
H 1.45 1.52 2.82
H -1.17 2.19 4.25
H -2.71 -1.73 -0.63
H -2.29 -6.93 -3.05
H -5.55 -0.97 -2.63
H 6.64 -0.91 3.84
H -2.02 -8.05 -4.40
H -2.73 0.55 -0.10
H -4.05 2.36 -5.42
H -4.03 3.19 1.88
H 3.67 -1.36 2.44
H 3.02 1.34 -0.32
H -0.45 -3.07 -1.59
H 8.64 0.11 2.65
H -5.67 1.19 -0.40
H 8.17 1.72 3.24
H -6.57 -1.18 -1.25
H 6.23 0.46 4.63
H -5.51 1.37 -5.94
H 2.39 5.43 -1.14
H -0.41 0.91 5.00
H -2.50 -5.13 -4.99
H -1.98 0.12 1.59
H 5.09 2.33 5.99
H -4.88 -1.07 -1.08
H -1.83 -6.29 -5.99
H 4.07 2.68 0.12
H 0.41 2.97 2.77
H -1.93 -3.92 -1.31
H -1.69 -1.92 0.84
H -0.84 0.78 3.25
H -2.52 3.84 2.49
H 8.70 0.38 4.28
H -3.90 0.64 -5.67
H 1.18 -1.68 2.82
H 4.43 3.05 7.45
H 5.06 4.08 6.09
H -3.60 -7.22 -4.27
H -0.32 -4.88 -1.10
H -6.46 1.43 -2.04
H -2.95 3.58 -0.64
H -3.63 4.88 1.51
H 1.02 6.46 -1.77
H 1.33 4.99 -2.51
H 1.05 -2.00 1.11
*
```

The lowest unoccupied orbital energy is -1.0 eV.

Löwdin population analysis, charges in e, atoms 1 to 2:
1. Y 1.6820
2. Rb 1.0017



5.
An isolated molecule of C3H5N3O, computed with ωB97M-V/def2-TZVPD.

Structure (ORCA input):
```
! RIJCOSX wB97M-V def2-TZVPD def2/J DEFGRID3
* xyz 0 1
O 2.35 0.72 -1.63
N -2.17 -1.60 1.12
N 0.15 0.40 -0.92
N -0.22 -0.39 1.35
C -1.29 -1.09 1.87
C 1.12 1.34 -1.42
C -0.06 0.01 0.20
H -2.86 -2.10 1.68
H 0.72 1.79 -2.33
H -1.25 -1.16 2.96
H 1.29 2.13 -0.68
H 2.20 -0.03 -2.21
*
```

Its SMILES is [H]/N=C/N=C=NCO. For the energy above the lowest of the compared OMol25 structures with the same formula, charge and spin, the calculation gives 2.3712 eV. The lowest unoccupied orbital energy is 0.8 eV.

Löwdin population analysis, charges in e, atoms 1 to 2:
1. O -0.0336
2. N 0.0891



6.
C5H16NOS as an isolated structure at a distorted geometry, computed with ωB97M-V/def2-TZVPD.

Structure (ORCA input):
```
! RIJCOSX wB97M-V def2-TZVPD def2/J DEFGRID3
* xyz 0 2
S 0.84 1.24 1.24
O -0.47 1.76 -3.45
N 0.74 -0.06 -1.19
C 0.43 2.21 3.39
C -0.01 -1.28 0.77
C -0.73 -2.07 -1.60
C -0.35 -0.93 -0.67
C -0.07 -0.15 1.77
H 0.27 -0.53 2.74
H -0.64 2.13 3.56
H 0.05 -2.84 -1.64
H 0.52 0.59 -1.95
H 1.00 0.55 -0.30
H 0.16 2.15 -4.05
H -1.10 0.17 1.96
H -0.76 0.97 -3.92
H -1.65 -2.50 -1.21
H -0.65 -2.12 1.08
H 1.63 -0.51 -1.35
H -0.82 -1.66 -2.60
H 1.00 -1.73 0.73
H -1.19 -0.23 -0.61
H 0.77 3.23 3.23
H 1.04 1.62 4.07
*
```

For the energy above the lowest of the compared OMol25 structures with the same formula, charge and spin, the calculation gives 0.4072 eV. The lowest unoccupied orbital energy (spin up / spin down) is 0.1 / 0.0 eV. The expectation value of S² is 0.76.

Löwdin population analysis, charges in e, atoms 1 to 2:
1. S 0.6271
2. O -0.0413



7.
A 2-piece molecular cluster, C4H9IN overall at a distorted geometry, computed with ωB97M-V/def2-TZVPD.

Structure (ORCA input):
```
! RIJCOSX wB97M-V def2-TZVPD def2/J DEFGRID3
* xyz 1 1
I 4.06 -0.37 0.05
N -1.08 -0.22 0.78
C -0.22 0.80 0.24
C 0.15 -0.63 0.08
C -2.38 -0.63 0.06
C 3.08 1.26 -0.55
H 3.59 2.27 -0.62
H -3.04 0.19 -0.35
H 2.02 1.02 -0.54
H -3.06 -1.14 0.66
H 0.82 -1.16 0.70
H -1.09 -0.29 1.78
H -0.08 -1.26 -0.89
H -2.16 -1.29 -0.85
H -0.58 1.46 -0.54
*
```

For the energy above the lowest of the compared OMol25 structures with the same formula, charge and spin, the calculation gives 7.4514 eV. The lowest unoccupied orbital energy (spin up / spin down) is -6.7 / -7.3 eV.

Löwdin population analysis, charges in e, atoms 1 to 2:
1. I 1.1202
2. N -0.1459



8.
A 5-piece molecular cluster, C14H33FN9O6 overall at a distorted geometry, computed with ωB97M-V/def2-TZVPD.

Structure (ORCA input):
```
! RIJCOSX wB97M-V def2-TZVPD def2/J DEFGRID3
* xyz 1 1
F -3.18 -3.59 0.59
O 6.29 3.14 0.53
O -0.09 -2.36 -2.67
O 5.68 3.26 5.94
O -5.55 -6.55 3.80
O -0.01 5.31 -2.67
O 1.80 4.38 -1.87
N -4.61 -5.39 2.10
N 5.60 3.08 -1.62
N 5.34 3.67 3.74
N -1.55 1.85 -0.29
N -6.54 -6.60 1.77
N 4.62 4.52 -0.12
N 6.91 2.14 4.41
N -0.99 -2.69 -4.73
N 0.62 -4.11 -3.91
C -1.58 0.73 -0.87
C -5.57 -6.21 2.64
C -2.95 0.59 1.04
C -2.93 -1.45 -0.48
C 0.49 4.37 -2.23
C -2.06 1.83 1.10
C -2.09 -0.31 0.10
C -0.31 3.09 -2.09
C -0.15 -3.01 -3.71
C -1.10 3.15 -0.78
C 5.96 3.04 4.78
C -2.38 -2.86 -0.27
C 5.56 3.55 -0.35
C -0.95 -2.94 0.18
H 7.15 1.95 3.45
H -3.91 -1.40 -0.02
H -1.57 -1.88 -4.61
H 0.41 2.27 -1.99
H -0.61 -3.96 0.16
H -0.44 3.57 -0.02
H -1.95 3.81 -0.83
H -0.90 -2.60 1.22
H -0.32 -2.28 -0.39
H -6.57 -6.33 0.80
H -2.99 0.06 1.98
H -3.88 -5.08 2.72
H 4.00 4.88 -0.83
H -3.10 -1.31 -1.53
H 7.40 1.65 5.14
H -1.31 1.85 1.88
H 5.00 3.41 -2.36
H -3.98 0.75 0.75
H -1.24 -0.53 0.74
H 1.25 -4.37 -3.17
H 1.92 4.13 -0.94
H -0.94 2.93 -2.95
H 6.28 2.37 -1.82
H 4.56 4.90 0.81
H -1.05 -3.21 -5.58
H -2.44 -3.37 -1.22
H -2.70 2.70 1.16
H -1.28 0.59 -1.89
H 5.56 3.50 2.77
H 0.60 -4.66 -4.75
H -7.26 -7.20 2.13
H -4.60 -5.09 1.15
H 4.63 4.35 3.97
*
```

The lowest unoccupied orbital energy is -4.2 eV.

Löwdin population analysis, charges in e, atoms 1 to 2:
1. F -0.0193
2. O 0.0297



9.
A 2-piece molecular cluster, C3H5NO2 overall at a distorted geometry, computed with ωB97M-V/def2-TZVPD.

Structure (ORCA input):
```
! RIJCOSX wB97M-V def2-TZVPD def2/J DEFGRID3
* xyz 0 1
O 1.95 -0.30 -0.89
O 0.86 1.26 0.25
N 1.08 0.08 0.07
C -1.89 -0.09 0.04
C -1.75 0.95 -0.56
C 0.55 -0.89 0.74
H -2.07 -0.92 0.66
H 2.29 0.57 -1.38
H -1.53 1.90 -0.91
H 0.64 -1.97 0.51
H -0.12 -0.60 1.47
*
```

Its SMILES is C=[N+]([O-])O.C#C. For the energy above the lowest of the compared OMol25 structures with the same formula, charge and spin, the calculation gives 6.9804 eV. The lowest unoccupied orbital energy is 0.8 eV.

Löwdin population analysis, charges in e, atoms 1 to 2:
1. O 0.0398
2. O -0.0218



10.
C2H4Br6Ca2O2Rb as an isolated structure at a distorted geometry, computed with ωB97M-V/def2-TZVPD.

Structure (ORCA input):
```
! RIJCOSX wB97M-V def2-TZVPD def2/J DEFGRID3
* xyz 2 2
Rb -1.40 2.86 -3.50
Br 2.90 0.22 1.62
Br 4.05 -2.03 -0.49
Br -0.79 -1.13 1.44
Br -0.71 -4.01 -0.25
Br -2.70 -1.59 -1.24
Br 1.18 -0.52 -1.27
Ca -2.40 1.69 0.96
Ca 0.88 2.65 0.07
O -0.94 1.67 -0.83
O -0.45 2.40 1.87
C -1.82 -2.47 0.37
C 3.00 -0.35 -0.30
H -1.13 0.87 -1.36
H -2.67 -2.88 0.92
H -0.49 2.17 2.82
H 3.51 0.46 -0.83
*
```

The lowest unoccupied orbital energy (spin up / spin down) is -7.6 / -7.7 eV. The expectation value of S² is 0.75.

Löwdin population analysis, charges in e, atoms 1 to 2:
1. Rb 0.9015
2. Br 0.4439



11.
C27H27CdN2O4P2S as an isolated structure at a distorted geometry, computed with ωB97M-V/def2-TZVPD.

Structure (ORCA input):
```
! RIJCOSX wB97M-V def2-TZVPD def2/J DEFGRID3
* xyz -1 1
Cd 0.84 -0.91 -0.61
S 1.74 -3.03 -1.64
P 0.29 0.62 -3.00
P 0.93 2.00 -0.26
O -3.28 -0.31 -2.07
O -0.94 -1.65 -2.44
O -3.64 1.71 4.26
O -5.26 0.84 2.96
N 2.34 -1.84 1.03
N -0.86 -0.22 0.60
C -1.60 3.25 -0.52
C -2.77 3.53 -1.19
C -0.94 1.75 -2.29
C 0.52 1.38 -4.68
C 3.28 0.18 1.93
C 2.83 -1.85 3.36
C -4.10 1.08 3.30
C -0.75 -0.82 -3.57
C -1.66 0.33 2.80
C -0.69 -0.06 1.93
C 1.59 -5.24 -0.07
C 1.62 -5.93 1.14
C 1.86 -5.27 2.32
C 2.45 -3.16 3.48
C 2.10 -3.89 2.32
C 2.01 3.19 -1.20
C 2.06 -3.17 1.09
C -2.17 -0.12 0.13
C -2.10 2.10 -2.99
C 0.82 2.96 1.31
C 1.78 -3.86 -0.12
C -0.65 2.40 -1.07
C -2.98 0.54 2.32
C -3.25 0.29 1.02
C 2.78 -1.22 2.12
C -3.01 2.97 -2.44
C -2.54 -0.12 -1.15
H 2.44 0.85 1.72
H -3.50 4.18 -0.75
H 1.79 2.91 1.81
H -0.21 -1.36 -4.36
H 0.94 2.38 -4.57
H 2.05 2.90 -2.25
H 0.32 -0.24 2.29
H 3.18 -1.29 4.22
H 1.62 4.21 -1.12
H -4.25 0.36 0.64
H 0.07 2.52 1.96
H -1.44 3.69 0.45
H 3.03 3.17 -0.80
H -0.43 1.46 -5.22
H -1.45 0.49 3.85
H 1.40 -5.77 -0.99
H -3.92 3.20 -2.98
H -2.31 1.64 -3.95
H 3.94 0.22 1.06
H 2.46 -3.66 4.44
H 0.59 4.01 1.11
H 1.88 -5.80 3.26
H 3.81 0.53 2.81
H 1.21 0.77 -5.26
H -1.61 -2.32 -2.64
H 1.48 -7.00 1.13
H -1.72 -0.47 -3.96
*
```

The lowest unoccupied orbital energy is 1.8 eV.

Löwdin population analysis, charges in e, atoms 1 to 2:
1. Cd 1.1954
2. S 0.4686



12.
C21H6Br4Cl3I2NO4Os as an isolated structure at a distorted geometry, computed with ωB97M-V/def2-TZVPD.

Structure (ORCA input):
```
! RIJCOSX wB97M-V def2-TZVPD def2/J DEFGRID3
* xyz 0 1
Os -0.36 -0.20 -0.19
I -1.17 -1.69 4.76
I -0.73 4.22 5.57
Br -0.22 -4.99 -1.65
Br 2.73 -6.33 -0.83
Br 4.99 -4.47 0.68
Br 4.29 -1.27 1.36
Cl 1.14 1.71 -4.48
Cl -2.62 0.21 -0.98
Cl -4.06 2.04 -5.86
O -0.76 -0.68 1.73
O 0.09 0.57 -1.98
O 1.54 -0.61 0.30
O -0.27 -2.07 -0.81
N -0.41 1.69 0.70
C -0.53 1.48 -4.09
C 3.09 -2.41 0.49
C -0.23 4.05 0.85
C -0.85 0.93 -2.84
C 2.35 -4.53 -0.45
C -2.21 0.81 -2.57
C 1.84 -1.85 0.11
C -0.24 2.86 0.12
C -3.22 1.13 -3.46
C -2.84 1.64 -4.69
C 1.13 -4.01 -0.80
C -0.58 1.63 2.06
C -0.92 0.20 3.94
C 3.34 -3.73 0.20
C -1.50 1.83 -5.00
C -0.91 1.34 4.77
C 0.85 -2.66 -0.51
C -0.39 4.02 2.20
C -0.76 0.32 2.58
C -0.74 2.60 4.26
C -0.57 2.78 2.87
H -0.09 2.84 -0.96
H -1.04 1.20 5.83
H -4.26 1.00 -3.20
H -1.22 2.25 -5.96
H -0.38 4.93 2.78
H -0.08 4.99 0.33
*
```

For the energy above the lowest of the compared OMol25 structures with the same formula, charge and spin, the calculation gives 0.0000 eV. The lowest unoccupied orbital energy (spin up / spin down) is -2.6 / -2.0 eV.

Löwdin population analysis, charges in e, atoms 1 to 2:
1. Os 1.4525
2. I 0.9533